<P>
One molecule with the formula C6H7NO. Source: the Open Molecules 2025 dataset; level of theory: wB97M-V/def2-TZVPD.

```
! wB97M-V def2-TZVPD RIJCOSX def2/J DEFGRID3
* xyz 0 1
C -0.2512 -1.5674 -1.5513
C 0.2668 -0.5828 -0.5750
C 1.5003 -0.0981 -0.3215
C 1.7836 0.9074 0.5724
C 0.5733 1.5006 1.0545
C -0.6961 0.9420 1.0179
N -0.8689 -0.0372 0.1294
O -2.0105 -0.6830 -0.0013
H -0.3442 -2.6776 -1.0633
H 0.4821 -1.5274 -2.6111
H -1.3360 -1.2802 -1.8739
H 2.3081 -0.3985 -0.9369
H 2.7198 1.2485 0.8007
H 0.7145 2.2659 1.8121
H -1.4377 1.4838 1.7947
*
```

SMILES string = Cc1cccc[n+]1[O-]
HOMO level = -8.4050 eV
Gap between HOMO and LUMO = 8.78 eV
LUMO level = 0.37 eV

***

<Q>
C6H7NO as an isolated structure. Source: the Open Molecules 2025 dataset; level of theory: wB97M-V/def2-TZVPD.

```
! wB97M-V def2-TZVPD RIJCOSX def2/J DEFGRID3
* xyz 0 1
C -1.5026 0.8351 -0.6170
C -1.3890 -0.2505 0.3674
C 0.5425 -0.8174 1.5816
C 0.8926 0.0458 0.4880
C 1.4710 -0.3735 -0.7449
C 2.0186 -0.3830 -1.8194
H -2.8485 1.3814 -0.5241
H -0.3910 2.0832 -0.4359
H -1.0321 0.1398 -1.6923
H 0.2106 -1.9599 1.2985
H 0.5284 -0.7526 2.6475
H 1.2893 1.0998 0.8671
H 2.5873 0.0203 -2.7896
N -0.4481 0.1944 1.1105
O -1.9289 -1.2630 0.2627
*
```

HOMO level = -9.8515 eV
Gap between HOMO and LUMO = 10.23 eV
LUMO level = 0.38 eV

***

<R>
One molecule with the formula C6H7NO. Source: the Open Molecules 2025 dataset; level of theory: wB97M-V/def2-TZVPD.

```
! wB97M-V def2-TZVPD RIJCOSX def2/J DEFGRID3
* xyz 0 1
C -1.7882 -1.1626 -0.1686
C -0.4895 -1.4198 0.0232
C 0.6483 -0.4914 0.0049
C 1.8613 -1.0871 -0.0214
C 0.6000 0.9745 0.0733
O 1.8068 1.6544 -0.0087
C -0.4649 1.7222 0.1359
N -1.3515 2.4884 0.1728
H -2.1882 -0.1836 -0.3855
H -2.5094 -1.9744 -0.1216
H -0.2376 -2.4656 0.2081
H 1.9847 -2.1643 -0.0743
H 2.7869 -0.5185 0.0042
H 1.6051 2.6088 -0.0114
H -2.2638 2.0192 0.1688
*
```

SMILES string = C=CC(=C)C(O)=C=N
HOMO level = -7.2245 eV
Gap between HOMO and LUMO = 6.98 eV
LUMO level = -0.24 eV

***

<S>
One molecule with the formula C6H7NO. Source: the Open Molecules 2025 dataset; level of theory: wB97M-V/def2-TZVPD.

```
! wB97M-V def2-TZVPD RIJCOSX def2/J DEFGRID3
* xyz 0 1
C 1.8544 -0.5201 0.0674
C 0.9516 -1.4497 -0.3483
C 1.3416 0.3564 1.0944
C -0.1220 -1.7584 0.4897
C -0.6877 0.8767 -0.0306
C -1.8155 -0.1224 0.1717
N 0.1776 0.8636 1.1206
O -1.2654 -1.3438 0.7577
H 2.8885 -0.5072 -0.2303
H 1.2140 -2.2213 -1.0628
H 1.9593 0.5795 1.9602
H -0.1529 0.6656 -0.9703
H -1.1121 1.8840 -0.0891
H -2.5435 0.2274 0.9043
H -2.3141 -0.3859 -0.7615
*
```

HOMO level (spin up / spin down) = -7.3672 / -7.3667 eV
Gap between HOMO and LUMO (spin up / spin down) = 7.90 / 7.90 eV
LUMO level (spin up / spin down) = 0.54 / 0.54 eV

***

Short version: <Q> is the least stable of them.

***

<P>
A 2-piece molecular cluster, C2H9N5O overall. Source: the Open Molecules 2025 dataset; level of theory: wB97M-V/def2-TZVPD.

```
! wB97M-V def2-TZVPD RIJCOSX def2/J DEFGRID3
* xyz 0 1
N 0.3570 -1.7116 0.4227
C -0.7317 -2.0294 -0.3298
N -1.5140 -0.8926 -0.6423
O -0.9619 -3.0999 -0.8554
H 1.0468 -2.4490 0.4293
H 0.7105 -0.6449 0.2844
H -1.6641 -0.2404 0.1129
H -2.3613 -1.1149 -1.1437
C 0.2258 0.9019 -1.4283
N 0.7673 0.8569 -0.2611
N 0.2506 1.6824 0.7225
N 0.9271 1.6514 1.9498
H 0.6278 0.2399 -2.1776
H -0.4518 1.6954 -1.7355
H 0.0869 2.6442 0.4284
H 0.7498 0.7559 2.3956
H 1.9351 1.7547 1.8281
*
```

SMILES string = NC(N)=O.C=NNN
HOMO level = -9.1568 eV
Gap between HOMO and LUMO = 9.97 eV
LUMO level = 0.81 eV

***

<Q>
C2H9N5O as an isolated structure. Source: the Open Molecules 2025 dataset; level of theory: wB97M-V/def2-TZVPD.

```
! wB97M-V def2-TZVPD RIJCOSX def2/J DEFGRID3
* xyz 0 1
C 0.1841 -1.3650 0.7439
N 1.0445 -0.6726 -0.0920
N -1.1118 -0.3250 0.7915
C -0.4321 0.4505 -0.6503
N 1.9707 0.1374 0.6603
N -0.9222 -0.1814 -1.7835
O -1.0532 0.6092 1.8590
N -0.2465 1.7088 -0.4989
H -0.4565 1.3004 1.4643
H -2.0809 -0.5176 0.5311
H 1.7315 1.1247 0.5022
H 2.8780 0.0063 0.2217
H -0.6447 -1.1522 -1.8477
H -1.0103 0.4273 -2.5863
H -0.0835 2.1990 -1.3720
H 0.4911 -1.5030 1.7836
H -0.2583 -2.2468 0.2730
*
```

HOMO level = -8.2389 eV
Gap between HOMO and LUMO = 9.10 eV
LUMO level = 0.86 eV

***

Short version: <Q> is the least stable of them.

***

<P>
One molecule with the formula C5H7IN2. Source: the Open Molecules 2025 dataset; level of theory: wB97M-V/def2-TZVPD.

```
! wB97M-V def2-TZVPD RIJCOSX def2/J DEFGRID3
* xyz 0 1
C -0.7528 1.4981 -0.3091
C -0.9080 0.2576 0.5793
I -3.0178 -0.4307 0.1933
C 0.0096 -0.8886 0.4841
C 1.2697 -1.5517 1.2721
N 1.8065 -2.3717 0.4101
C 1.3166 -2.2550 -0.7672
N 0.2483 -1.3014 -0.8045
H -1.5689 2.1448 0.0299
H -0.9755 1.1800 -1.4050
H 0.3243 1.7188 -0.3718
H -1.0639 0.5155 1.6253
H 1.5800 -1.1736 2.1963
H 1.7730 -2.6824 -1.6215
H -0.3304 -0.9106 -1.5268
*
```

SMILES string = C[C@@H](I)c1cnc[nH]1
HOMO level = -8.0690 eV
Gap between HOMO and LUMO = 8.03 eV
LUMO level = -0.04 eV

***

<Q>
One molecule with the formula C5H7IN2. Source: the Open Molecules 2025 dataset; level of theory: wB97M-V/def2-TZVPD.

```
! wB97M-V def2-TZVPD RIJCOSX def2/J DEFGRID3
* xyz 0 1
C -2.3231 -0.9218 0.6363
C -1.0269 -0.3299 0.4670
C -0.0602 -0.6195 -0.4695
C 1.2263 0.2473 0.0343
C 1.7175 1.2448 -0.9826
I 2.9031 -1.0698 0.6239
N 0.6730 0.8706 1.1614
N -0.5237 0.6180 1.3268
H -2.8628 -0.6392 1.5471
H -2.3190 -1.9342 0.5922
H -3.1977 -0.6583 -0.1083
H 0.2154 -1.2367 -1.3388
H 0.8987 1.8710 -1.4683
H 2.3864 0.6723 -1.7419
H 2.2928 1.8855 -0.2795
*
```

SMILES string = CC1=C[C@](C)(I)N=N1
HOMO level = -9.3739 eV
Gap between HOMO and LUMO = 8.49 eV
LUMO level = -0.88 eV

***

Short version: <Q> is the least stable of them.

***

<P>
One molecule with the formula C5H7IN2. Source: the Open Molecules 2025 dataset; level of theory: wB97M-V/def2-TZVPD.

```
! wB97M-V def2-TZVPD RIJCOSX def2/J DEFGRID3
* xyz 0 1
C -2.1179 0.1111 0.2813
C -1.5653 0.1809 1.5653
C -1.4382 -0.1459 -0.7992
C 1.8153 -0.4417 -0.9511
C 1.5178 0.4633 0.2563
N -0.3065 0.0789 1.7551
N 0.5122 -0.3410 0.9205
I -1.9811 -0.2345 -2.7813
H -3.2231 0.0425 0.3186
H -2.3342 0.3627 2.3914
H 2.6807 -0.0918 -1.4675
H 0.9346 -0.4988 -1.6585
H 1.9614 -1.4693 -0.5287
H 1.1152 1.4142 -0.1636
H 2.4290 0.5693 0.8615
*
```

HOMO level (spin up / spin down) = -8.4378 / -7.9886 eV
Gap between HOMO and LUMO (spin up / spin down) = 8.36 / 7.07 eV
LUMO level (spin up / spin down) = -0.07 / -0.92 eV

***

<Q>
A 2-piece molecular cluster, C5H7IN2 overall. Source: the Open Molecules 2025 dataset; level of theory: wB97M-V/def2-TZVPD.

```
! wB97M-V def2-TZVPD RIJCOSX def2/J DEFGRID3
* xyz 0 1
C 1.1964 1.6100 1.1495
C 0.9391 1.9465 -0.2336
C 0.8704 0.2955 1.1931
C 0.6258 -1.4247 -0.5007
C -2.2706 -1.2685 -0.7870
N 0.7777 0.8772 -0.9725
N 0.8013 -0.1715 -0.1161
I -2.1117 0.1238 0.7911
H 1.2180 2.4357 1.7922
H 0.9070 2.8566 -0.7311
H 1.0888 -0.2793 2.1111
H 0.4484 -1.6442 -1.5058
H 0.7469 -2.2919 0.0349
H -2.4857 -2.2163 -0.6107
H -2.7517 -0.8489 -1.6143
*
```

HOMO level (spin up / spin down) = -7.2337 / -8.0674 eV
Gap between HOMO and LUMO (spin up / spin down) = 6.99 / 7.98 eV
LUMO level (spin up / spin down) = -0.24 / -0.09 eV

***

Short version: <P> is the least stable of them.

***

<P>
One molecule with the formula C26H34N4O4. Source: the Open Molecules 2025 dataset; level of theory: wB97M-V/def2-TZVPD.

```
! wB97M-V def2-TZVPD RIJCOSX def2/J DEFGRID3
* xyz 0 1
C 1.6441 -3.0188 -4.8945
C 2.9581 -2.3633 -4.4790
O 2.9537 -1.9514 -3.1266
C 2.2511 -0.8562 -2.7483
C 1.6228 0.0447 -3.6044
C 0.9255 1.1232 -3.0871
C 0.8269 1.3155 -1.7166
N 0.0659 2.3963 -1.1950
C 0.7960 3.4163 -0.4517
C 0.7483 3.1231 1.0583
O 1.6893 2.6388 1.6555
N -0.4302 3.4375 1.6127
C -0.7824 3.1053 2.9779
C -1.7180 1.8928 3.0048
C -2.1152 1.5545 4.4381
C -2.7795 2.7539 5.1066
C -1.8439 3.9587 5.0846
C -1.4496 4.3033 3.6514
C -1.2854 2.4645 -1.2510
O -1.8966 3.4088 -0.7735
C -1.9982 1.2870 -1.8866
C -1.9285 0.0573 -0.9652
C -1.9101 -1.2478 -1.7678
C -1.6770 -2.4284 -0.8388
O -2.5615 -3.1667 -0.4716
N -0.3706 -2.5355 -0.4599
C 0.2176 -3.4416 0.4150
C -0.4739 -4.4676 1.0583
C 0.2432 -5.2948 1.9024
C 1.6037 -5.0811 2.0778
C 2.1900 -4.0324 1.3899
N 1.5204 -3.2319 0.5801
C 1.4989 0.4475 -0.8591
C 2.1953 -0.6283 -1.3685
H 0.8213 -2.3086 -4.8574
H 1.4172 -3.8430 -4.2226
H 1.7305 -3.4022 -5.9071
H 3.2063 -1.5254 -5.1420
H 3.7690 -3.0944 -4.5329
H 1.6755 -0.0698 -4.6755
H 0.4550 1.8246 -3.7609
H 1.8344 3.4111 -0.7846
H 0.3371 4.3874 -0.6554
H -1.1808 3.7445 1.0019
H 0.1537 2.8584 3.4901
H -1.2187 1.0383 2.5422
H -2.6106 2.1220 2.4169
H -1.2229 1.2734 5.0017
H -2.7954 0.7006 4.4394
H -3.7014 3.0009 4.5752
H -3.0427 2.5062 6.1367
H -0.9450 3.7300 5.6613
H -2.3307 4.8184 5.5491
H -0.7662 5.1544 3.6420
H -2.3408 4.5778 3.0816
H -1.5477 1.0535 -2.8495
H -3.0350 1.5791 -2.0537
H -1.0279 0.1065 -0.3504
H -2.7836 0.0549 -0.2883
H -2.8664 -1.3884 -2.2720
H -1.1134 -1.2095 -2.5140
H 0.3036 -1.8689 -0.8253
H -1.5297 -4.5973 0.8936
H -0.2563 -6.1009 2.4197
H 2.1895 -5.7096 2.7294
H 3.2457 -3.8143 1.4858
H 1.4826 0.6202 0.2060
H 2.7013 -1.3198 -0.7134
*
```

SMILES string = CCOc1ccc(N(CC(=O)NC2CCCCC2)C(=O)CCCC(=O)Nc2ccccn2)cc1
HOMO level = -8.6945 eV
Gap between HOMO and LUMO = 9.34 eV
LUMO level = 0.64 eV

***

<Q>
One molecule with the formula C26H34N4O4. Source: the Open Molecules 2025 dataset; level of theory: wB97M-V/def2-TZVPD.

```
! wB97M-V def2-TZVPD RIJCOSX def2/J DEFGRID3
* xyz 0 1
C -0.5386 3.7019 2.4463
C -0.0719 2.2845 2.7565
O 0.6963 1.7283 1.7021
C 1.9181 2.2398 1.4247
C 2.6838 3.0362 2.2713
C 3.9452 3.4570 1.8878
C 4.4703 3.1004 0.6593
C 3.7196 2.3117 -0.1953
C 2.4599 1.8790 0.1798
N 1.6741 1.1142 -0.7275
C 0.8600 1.8758 -1.6654
C -0.5930 2.0407 -1.1752
O -1.0020 3.1026 -0.7470
N -1.3108 0.9194 -1.3129
C -2.7032 0.7611 -0.9185
C -3.6037 1.7506 -1.6617
C -5.0613 1.5325 -1.2692
C -5.2383 1.6916 0.2376
C -4.3370 0.7130 0.9841
C -2.8792 0.9291 0.5923
C 1.5980 -0.2240 -0.7154
O 0.8720 -0.8237 -1.5101
C 2.4761 -0.9657 0.2652
C 3.7590 -1.4767 -0.4075
C 3.5083 -2.4026 -1.6045
C 2.8127 -3.6878 -1.1761
O 3.4296 -4.6844 -0.8653
N 1.4565 -3.5768 -1.1683
C 0.5121 -4.5228 -0.8040
C 0.8161 -5.8500 -0.4921
C -0.2270 -6.6897 -0.1534
C -1.5245 -6.1952 -0.1325
C -1.7143 -4.8627 -0.4562
N -0.7302 -4.0451 -0.7828
H 0.2847 4.4100 2.5016
H -1.3064 3.9988 3.1550
H -0.9451 3.7344 1.4376
H -0.9307 1.6135 2.8320
H 0.4830 2.2413 3.7025
H 2.3040 3.3310 3.2364
H 4.5203 4.0743 2.5612
H 5.4519 3.4363 0.3650
H 4.1018 2.0312 -1.1656
H 1.3026 2.8666 -1.7776
H 0.8575 1.3537 -2.6268
H -0.8072 0.0843 -1.5921
H -2.9845 -0.2595 -1.1999
H -3.4772 1.6197 -2.7385
H -3.2968 2.7645 -1.4040
H -5.6942 2.2487 -1.7967
H -5.3724 0.5280 -1.5671
H -6.2817 1.5205 0.5108
H -4.9776 2.7124 0.5244
H -4.4529 0.8468 2.0618
H -4.6313 -0.3109 0.7408
H -2.2339 0.2164 1.1111
H -2.5704 1.9384 0.8641
H 2.7452 -0.3176 1.0985
H 1.9054 -1.8120 0.6511
H 4.3453 -2.0181 0.3377
H 4.3506 -0.6209 -0.7415
H 4.4721 -2.6788 -2.0347
H 2.9143 -1.8915 -2.3617
H 1.0470 -2.6643 -1.3958
H 1.8366 -6.1916 -0.5187
H -0.0304 -7.7234 0.0919
H -2.3602 -6.8257 0.1269
H -2.7020 -4.4190 -0.4558
*
```

SMILES string = CCOc1ccccc1N(CC(=O)NC1CCCCC1)C(=O)CCCC(=O)Nc1ccccn1
HOMO level = -8.5533 eV
Gap between HOMO and LUMO = 9.21 eV
LUMO level = 0.66 eV

***

Short version: <P> is the least stable of them.